1.
The following is a DFT calculation (the ωB97M-V functional and the def2-TZVPD basis) of a single C4H6N2O molecule.

Positions of all 13 atoms, in Å:
C1 -1.38569 1.55335 0.64162
C2 -0.51648 0.53304 -0.01594
N1 -0.17063 0.51188 -1.27486
C3 0.70114 -0.55069 -1.41893
C4 0.88803 -1.15383 -0.21068
O1 1.66712 -2.16777 0.23911
N2 0.10035 -0.47803 0.68232
H1 -1.42756 2.42924 -0.00891
H2 -0.96723 1.86001 1.60700
H3 -2.40886 1.19936 0.80967
H4 1.15115 -0.80178 -2.37044
H5 2.37598 -2.29496 -0.40344
H6 -0.02184 -0.72097 1.65288

Summary:
Orbital gap = 0.322 Ha
Energy = -340.773660 hartree
SMILES string = Cc1ncc(O)[nH]1
Energy above the lowest of the compared OMol25 structures with the same formula, charge and spin = 55.8 kJ/mol
Total charge = 0
LUMO level = 0.026 hartree

***

2.
The following is a DFT calculation (the ωB97M-V functional and the def2-TZVPD basis) of a molecular structure, C17H23Cl5CoNO2P2 at a distorted geometry.

Positions of all 51 atoms, in Å:
Co1 0.07527 -0.36166 0.41118
P1 -2.16132 -0.19242 0.25530
C1 -2.08875 0.30591 -1.48132
C2 -0.84388 0.68257 -2.02375
N1 0.30487 0.28558 -1.34336
C3 1.50939 0.76293 -1.69808
C4 1.65068 1.55073 -2.83369
C5 0.53843 1.87731 -3.59961
C6 -0.69869 1.44340 -3.20911
C7 2.68185 0.47565 -0.79492
P2 2.26750 -0.97985 0.27959
H1 -1.61808 1.68305 -3.74761
H2 2.65290 1.87420 -3.07964
H3 0.66123 2.46326 -4.50901
H4 3.58720 0.28135 -1.38451
H5 2.88453 1.31182 -0.10056
H6 -2.22555 -1.83387 -3.37672
H7 -2.97880 0.47644 -2.09697
H8 -0.64953 -4.15773 -1.96078
O1 -1.98233 -2.75114 -3.60108
H9 -2.62302 -2.96544 -4.30633
H10 -0.14831 -1.75937 0.83367
O2 -0.21553 -4.59998 -1.19210
H11 0.52376 -4.03191 -0.97552
C8 2.80958 -2.34599 -0.81096
H12 3.85935 -2.20442 -1.11810
H13 2.69240 -3.28416 -0.24861
H14 2.15054 -2.36855 -1.69014
C9 3.59580 -0.91786 1.52701
H15 3.53050 -1.83525 2.12974
H16 4.59472 -0.84259 1.06342
H17 3.41701 -0.05241 2.17825
C10 -2.98243 1.24822 0.99543
H18 -3.95505 1.44892 0.53511
H19 -3.10765 1.06935 2.06576
H20 -2.35669 2.13458 0.86706
C11 -3.35031 -1.54435 0.38892
H21 -3.52219 -1.70482 1.46096
H22 -4.28864 -1.29212 -0.12173
H23 -2.89774 -2.43896 -0.05381
Cl1 -0.44280 -1.14360 3.58664
C12 -0.20456 0.53714 3.28600
C13 0.05159 0.97969 1.98796
C14 0.13361 2.36297 1.80728
Cl2 0.30318 3.05567 0.23040
C15 0.04586 3.30018 2.87077
Cl3 0.18601 4.98183 2.56752
C16 -0.17661 2.82487 4.18478
Cl4 -0.28036 3.93420 5.47675
C17 -0.31482 1.42519 4.39443
Cl5 -0.59409 0.83145 5.97412

Summary:
Orbital gap (spin up / spin down) = 0.288 / 0.213 Ha
Energy = -5232.991433 hartree
Energy above the lowest of the compared OMol25 structures with the same formula, charge and spin = 71.1 kJ/mol
Total charge = +1
Expectation value of S² = 3.826
LUMO level (spin up / spin down) = -0.126 / -0.200 hartree
Multiplicity = 4

***

3.
The following is a DFT calculation (the ωB97M-V functional and the def2-TZVPD basis) of a single C4H12N2 molecule at a distorted geometry.

Positions of all 18 atoms, in Å:
N1 -2.19845 -1.06463 0.57166
C1 -1.43963 0.12128 1.03293
C2 0.04840 0.01700 0.84904
N2 0.37587 -0.08612 -0.58798
C3 1.69988 -0.68485 -0.72602
C4 0.43276 1.27180 -1.14459
H1 -1.76299 -1.37267 -0.29563
H2 -2.08954 -1.78586 1.27341
H3 -1.72268 0.22926 2.08079
H4 -1.85367 0.99956 0.54081
H5 0.46009 -0.85386 1.37029
H6 0.56627 0.86471 1.31286
H7 1.97942 -0.72822 -1.77236
H8 2.44803 -0.16479 -0.10606
H9 1.68052 -1.69566 -0.32769
H10 0.11150 1.30318 -2.19077
H11 1.46677 1.61381 -1.21663
H12 -0.20257 2.01604 -0.66405

Summary:
Orbital gap = 0.368 Ha
Energy = -269.082070 hartree
SMILES string = CN(C)CCN
Energy above the lowest of the compared OMol25 structures with the same formula, charge and spin = 90.0 kJ/mol
Total charge = 0
LUMO level = 0.041 hartree

***

4.
The following is a DFT calculation (the ωB97M-V functional and the def2-TZVPD basis) of a single C6H11N molecule at a distorted geometry.

Positions of all 18 atoms, in Å:
C1 1.10001 0.91684 1.45697
N1 2.93846 -0.78237 -0.15612
C2 1.57158 -0.87437 -0.21997
C3 0.78639 0.20436 0.12823
C4 -0.55040 0.30444 -0.48518
C5 -1.79126 -0.07636 -0.17178
C6 -3.04752 0.11056 -1.01863
H1 1.81912 1.73624 1.28279
H2 1.51689 0.24697 2.20948
H3 0.16946 1.22960 1.91751
H4 3.42971 -1.48387 -0.68026
H5 3.34683 -0.03646 0.37525
H6 1.15114 -1.83726 0.02940
H7 -0.48920 0.76971 -1.49704
H8 -1.90246 -0.86751 0.57713
H9 -3.25512 1.12463 -1.36003
H10 -3.91114 -0.24528 -0.43704
H11 -2.88247 -0.43988 -1.95073

Summary:
Orbital gap = 0.291 Ha
Energy = -289.842500 hartree
SMILES string = C/C=C/C(C)=C/N
Energy above the lowest of the compared OMol25 structures with the same formula, charge and spin = 339.2 kJ/mol
Total charge = 0
LUMO level = 0.034 hartree

***

5.
The following is a DFT calculation (the ωB97M-V functional and the def2-TZVPD basis) of 2 unconnected molecules or ions with the total composition H6NO at a distorted geometry.

Positions of all 8 atoms, in Å:
O1 -0.79075 0.63598 -1.06312
H1 -0.89888 1.61393 -1.04980
H2 -1.43828 0.32397 -1.73513
N1 0.62562 -0.51465 0.76948
H3 1.43052 -0.00023 0.36334
H4 -0.10555 -0.64259 0.04390
H5 0.23388 0.02674 1.56376
H6 0.94344 -1.44315 1.10757

Summary:
Orbital gap = 0.469 Ha
Energy = -133.340944 hartree
Energy above the lowest of the compared OMol25 structures with the same formula, charge and spin = 17.7 kJ/mol
Total charge = +1
LUMO level = -0.151 hartree

***

6.
The following is a DFT calculation (the ωB97M-V functional and the def2-TZVPD basis) of 2 unconnected molecules or ions with the total composition C31H31N3O2S at a distorted geometry.

Positions of all 68 atoms, in Å:
C1 -5.85662 -2.23220 1.03443
N1 -5.24047 -1.66472 2.23310
C2 -5.78064 -2.19089 3.48758
C3 -3.88864 -1.19611 2.18517
C4 -3.60402 0.17767 2.15367
C5 -2.31209 0.62170 2.14170
C6 -1.21474 -0.27338 2.15861
C7 0.08599 0.28739 2.15696
C8 1.38739 -0.27099 2.19824
C9 2.48422 0.62443 2.16481
C10 3.77630 0.18219 2.17868
C11 4.06318 -1.19048 2.23235
N2 5.41653 -1.65629 2.26152
C12 5.97163 -2.19913 3.50110
C13 6.02957 -2.19493 1.04744
C14 2.98748 -2.09080 2.28172
C15 1.69427 -1.64966 2.27250
C16 -1.51994 -1.65409 2.17438
C17 -2.81215 -2.09673 2.18791
H1 -5.43025 -1.77347 0.14571
H2 -5.68279 -3.30539 0.99494
H3 -6.92769 -2.04731 1.04306
H4 -5.32710 -1.67660 4.33154
H5 -6.85666 -2.03902 3.52343
H6 -5.57176 -3.25483 3.57033
H7 -4.42448 0.87414 2.14805
H8 -2.11535 1.67943 2.13040
H9 0.08558 1.36351 2.11369
H10 2.28590 1.68187 2.13806
H11 4.59667 0.87889 2.15719
H12 5.52661 -1.69715 4.35699
H13 5.76659 -3.26486 3.57051
H14 7.04755 -2.04455 3.52637
H15 5.61368 -1.70376 0.17101
H16 7.10324 -2.02692 1.06594
H17 5.84168 -3.26394 0.97544
H18 3.20178 -3.14442 2.32721
H19 0.91994 -2.38315 2.34500
H20 -0.74402 -2.38972 2.16670
H21 -3.02540 -3.15175 2.20064
C18 -4.18032 -0.73255 -4.00627
C19 -3.61803 -0.03136 -5.05297
C20 -2.72496 0.98837 -4.79412
C21 -2.40396 1.29766 -3.49323
S1 -1.24583 2.61160 -3.15551
C22 0.28658 1.68259 -3.14575
C23 1.44997 2.36028 -2.93980
C24 2.70718 1.68871 -2.86105
C25 3.85509 2.38948 -2.64283
C26 3.83699 3.78517 -2.50515
C27 5.00558 4.50312 -2.33258
N3 5.98573 5.12367 -2.20379
C28 2.61168 4.45804 -2.57245
C29 1.45506 3.77853 -2.78060
O1 -1.19913 3.54789 -4.33897
O2 -1.42535 3.09004 -1.73300
C30 -2.96215 0.60364 -2.44587
C31 -3.85611 -0.41530 -2.70315
H22 -4.88561 -1.52107 -4.20719
H23 -3.87825 -0.27575 -6.06932
H24 -2.28505 1.55594 -5.59932
H25 0.27009 0.62201 -3.28649
H26 2.73773 0.61859 -2.97476
H27 4.80033 1.87846 -2.57582
H28 2.59969 5.52824 -2.46540
H29 0.51893 4.30601 -2.84893
H30 -2.70465 0.87149 -1.43297
H31 -4.30221 -0.95750 -1.88679

Summary:
Orbital gap = 0.081 Ha
Energy = -1912.595508 hartree
Energy above the lowest of the compared OMol25 structures with the same formula, charge and spin = 50.7 kJ/mol
Total charge = 0
LUMO level = -0.122 hartree